Entry 1:
Entry from OMol25: a molecular structure, C5H10O3Pd at a distorted geometry (ωB97M-V/def2-TZVPD).

Each line ends with the Löwdin spin population.
CARTESIAN COORDINATES (ANGSTROEM)
C -1.54174 0.04227 -2.48867  0.043
O -2.33002 -0.30262 -1.39611  0.541
C -0.07411 -0.30570 -2.24681  0.023
O 0.23525 0.20605 -0.93083  0.278
C 1.31884 -0.26931 -0.25621  0.619
C 1.31037 0.14092 1.16552  0.099
O -0.02398 -0.05324 1.67336  0.089
C -0.13788 0.20206 3.07407  0.018
Pd -1.25809 -0.03485 0.22406  1.180
H -1.60907 1.12575 -2.71248  0.023
H -1.84960 -0.49063 -3.40721  0.004
H 0.60293 0.15707 -2.97635  0.002
H 0.07654 -1.39464 -2.22730  0.004
H 2.21440 -0.54817 -0.81016  0.034
H 1.56645 1.20881 1.30168  0.027
H 2.01932 -0.46710 1.74425  0.007
H -1.17193 -0.00425 3.36564  0.004
H 0.54135 -0.46378 3.62132  0.002
H 0.11096 1.25138 3.28223  0.002

Results
HOMO level (spin up / spin down) (Eh): -0.457 / -0.523
Energy above the lowest of the compared OMol25 structures with the same formula, charge and spin (kcal/mol): 0.0
Electronic energy (hartree): -549.64558
Multiplicity: 4
Net charge: +1

Entry 2:
Entry from OMol25: 2 unconnected molecules or ions with the total composition CH3F2NS at a distorted geometry (ωB97M-V/def2-TZVPD).

Each line ends with the Löwdin charge.
CARTESIAN COORDINATES (ANGSTROEM)
C -0.07974 -0.03213 -0.13834  0.177
N -0.20609 -2.12508 0.45645  -0.363
F -1.67308 -1.11531 2.39485  -0.411
F 0.54707 -1.39571 2.84780  -0.386
S -0.50747 -2.28066 1.90640  0.893
H 0.82868 0.29317 0.22636  0.001
H -1.05809 0.20518 0.41967  0.065
H -0.10303 -0.31159 -1.17167  0.023

Results
HOMO level (Eh): -0.388
Energy above the lowest of the compared OMol25 structures with the same formula, charge and spin (kcal/mol): 48.0
Electronic energy (hartree): -692.44516

Entry 3:
Entry from OMol25: 6 unconnected molecules or ions with the total composition C25H60O14S at a distorted geometry (ωB97M-V/def2-TZVPD).

Each line ends with the Löwdin charge.
CARTESIAN COORDINATES (ANGSTROEM)
C 5.01809 -2.36800 -1.03518  -0.099
C 6.04351 -2.13681 -2.15859  -0.257
C 6.25472 -0.66147 -2.48981  -0.219
C 5.11957 -0.09462 -3.35964  -0.191
C 3.92504 0.46325 -2.55350  -0.205
C 3.55880 1.86710 -3.00219  -0.225
C 2.23544 2.36300 -2.43242  -0.176
C 1.05378 1.57801 -3.02331  -0.148
C -0.10279 1.41761 -2.05161  -0.350
C -1.25059 0.69265 -2.76193  -0.097
C -2.24901 -0.07445 -1.88638  -0.275
C -3.18695 -0.85724 -2.83305  -0.118
C -4.25797 0.04596 -3.43043  -0.415
C -5.58722 -0.05929 -2.64060  -0.023
O -4.45425 -0.36393 -4.78381  -0.047
C -1.58100 -1.07601 -0.96881  -0.173
O -1.33068 -0.58142 0.37129  -0.325
S -0.37534 0.75322 0.47714  0.942
O -1.30675 1.85640 0.45337  -0.388
O 0.44733 0.70508 -0.92197  -0.301
H 4.95022 -1.47286 -0.42737  0.055
H 5.30892 -3.17381 -0.37192  0.064
H 4.02126 -2.57267 -1.40908  0.067
H 6.98466 -2.57296 -1.84177  0.094
H 5.72037 -2.66608 -3.04987  0.097
H 6.29085 -0.10341 -1.56129  0.103
H 7.18430 -0.57156 -3.04528  0.101
H 4.77770 -0.88157 -4.02526  0.105
H 5.49938 0.70710 -3.98289  0.098
H 3.09958 -0.23219 -2.67651  0.099
H 4.16371 0.47557 -1.49615  0.102
H 3.54172 1.91990 -4.08648  0.115
H 4.35417 2.53360 -2.68282  0.102
H 2.11956 3.38288 -2.77477  0.095
H 2.24953 2.32027 -1.34988  0.113
H 1.33465 0.60587 -3.41252  0.110
H 0.65643 2.15190 -3.85623  0.126
H -0.41096 2.42388 -1.78661  0.143
H -1.77917 1.43148 -3.34871  0.125
H -0.81097 -0.03836 -3.43279  0.124
H -2.86694 0.63952 -1.34889  0.146
H -2.59693 -1.23052 -3.66572  0.123
H -3.63213 -1.71417 -2.34209  0.109
H -3.90079 1.07352 -3.41185  0.124
H -6.32903 -0.56956 -3.23967  0.077
H -5.44575 -0.62418 -1.72699  0.071
H -5.93416 0.92703 -2.35260  0.073
H -5.26486 0.06020 -5.10493  0.091
H -0.65056 -1.46010 -1.37629  0.136
H -2.23111 -1.92770 -0.84033  0.089
C -3.44404 -3.82773 0.75180  -0.245
C -4.70452 -4.37167 1.38525  -0.234
O -4.76719 -5.79193 1.19781  -0.073
O -3.39564 -4.14192 -0.63647  -0.078
H -3.39975 -2.74225 0.84941  0.111
H -2.56034 -4.26288 1.23742  0.123
H -5.58174 -3.95804 0.88856  0.127
H -4.75091 -4.14056 2.45263  0.091
H -4.08810 -6.18907 1.75589  0.089
H -3.75915 -5.03410 -0.72289  0.081
C 3.19286 -0.07996 3.83785  -0.248
C 2.98175 1.41589 3.74765  -0.239
O 2.00354 1.70752 2.75310  -0.101
O 3.58938 -0.60400 2.57819  -0.073
H 3.97206 -0.31973 4.56219  0.119
H 2.25945 -0.56791 4.14728  0.111
H 3.90106 1.90532 3.42698  0.122
H 2.67491 1.82859 4.71397  0.116
H 1.14997 1.41077 3.10052  0.031
H 3.07795 -0.11834 1.91514  0.073
C -2.04798 2.45437 5.38443  -0.245
C -1.14078 2.08811 4.23183  -0.219
O -0.20696 1.06990 4.62970  -0.090
O -1.29152 2.90418 6.49943  -0.063
H -2.73036 3.25355 5.09736  0.124
H -2.63688 1.57805 5.68905  0.117
H -0.54083 2.94786 3.93692  0.132
H -1.71362 1.74037 3.36784  0.115
H -0.69575 0.24594 4.74408  0.104
H -0.49989 2.35007 6.53296  0.077
C 4.76490 5.83048 -3.07981  -0.244
C 5.19405 6.93821 -4.01730  -0.240
O 4.06058 7.45496 -4.71858  -0.072
O 4.11420 4.79288 -3.79840  -0.077
H 5.62610 5.39690 -2.57080  0.122
H 4.07239 6.22741 -2.32486  0.119
H 5.86820 6.54567 -4.77683  0.124
H 5.69975 7.74148 -3.47291  0.119
H 3.51879 7.94410 -4.08812  0.091
H 3.58405 5.23090 -4.47924  0.086
C -5.35334 -4.31218 5.86469  -0.241
C -6.62778 -4.82459 6.49919  -0.239
O -6.72863 -6.23860 6.32152  -0.069
O -5.32029 -4.64467 4.48221  -0.086
H -5.28374 -3.22794 5.95138  0.122
H -4.48210 -4.76243 6.35839  0.118
H -7.49394 -4.39300 6.00033  0.125
H -6.66725 -4.57248 7.56304  0.120
H -6.06357 -6.65793 6.88027  0.092
H -5.70666 -5.52971 4.40896  0.087

Results
HOMO level (Eh): -0.359
Energy above the lowest of the compared OMol25 structures with the same formula, charge and spin (kcal/mol): 13.6
Electronic energy (hartree): -2439.98282

Entry 4:
Entry from OMol25: a molecular structure, C11H12AuN3O3S (ωB97M-V/def2-TZVPD).

Each line ends with the Löwdin charge.
CARTESIAN COORDINATES (ANGSTROEM)
Au -0.29923 0.04625 -0.15283  0.575
O -0.31565 -2.22895 -0.86091  -0.165
C 0.59512 -2.86627 -1.69819  -0.193
C 1.69456 -1.88053 -2.05594  -0.243
C 2.75839 -2.28776 -2.85305  -0.026
C 3.74950 -1.37756 -3.16347  -0.064
C 3.65820 -0.08283 -2.66896  -0.061
C 2.56760 0.23984 -1.88367  -0.128
N 1.60665 -0.63948 -1.58652  0.043
H -1.08389 -2.69232 -0.50323  0.053
H 0.12631 -3.21023 -2.62341  0.130
H 1.05342 -3.73353 -1.21746  0.129
H 2.80082 -3.30792 -3.22051  0.119
H 4.58874 -1.67357 -3.78301  0.109
H 4.41654 0.65871 -2.88675  0.105
H 2.44520 1.23499 -1.46608  0.081
S 0.34135 2.35925 0.37022  0.557
C -0.85512 2.32512 1.60386  -0.764
N -2.14326 2.62034 1.29800  0.051
C -3.17603 2.57059 2.17237  -0.068
C -2.95187 2.28412 3.47672  -0.055
C -1.62874 2.02030 3.87362  -0.038
C -0.60605 2.04436 2.96650  -0.084
H -2.32600 2.76673 0.31686  0.141
H -4.15661 2.76579 1.76676  0.134
H -3.77316 2.24384 4.17660  0.111
H -1.42233 1.78507 4.91031  0.116
H 0.41261 1.82629 3.24778  0.108
O -2.60703 -2.27688 0.47283  -0.144
N -3.05919 -1.30197 1.05955  -0.261
O -2.41086 -0.23181 0.91202  -0.265

Results
HOMO level (Eh): -0.260
Energy above the lowest of the compared OMol25 structures with the same formula, charge and spin (kcal/mol): 13.6
Electronic energy (hartree): -1350.13424

Entry 5:
Entry from OMol25: 3 unconnected molecules or ions with the total composition C17H43N7O5P2S2 at a distorted geometry (ωB97M-V/def2-TZVPD).

Each line ends with the Löwdin charge.
CARTESIAN COORDINATES (ANGSTROEM)
O -6.66038 -3.34275 -2.38359  -0.321
S -5.32920 -3.86802 -2.81805  0.752
O -4.24760 -2.87774 -2.45798  -0.331
C -5.35221 -4.22291 -4.66002  -0.145
C -3.88202 -4.76600 -5.01194  -0.355
N -2.95641 -3.58638 -5.08039  0.043
C -1.83319 -3.89869 -5.64434  -0.613
S -0.30181 -4.54959 -5.81037  0.638
C -3.37417 -5.96526 -4.07932  -0.119
C -3.57618 -5.74343 -2.50633  -0.216
O -4.91477 -5.34096 -2.10936  -0.265
H -6.15696 -5.03987 -4.77608  0.127
H -5.67176 -3.31163 -5.26589  0.130
H -3.93533 -5.19411 -6.08326  0.152
H -3.94479 -6.91282 -4.38438  0.132
H -2.26178 -6.22077 -4.24148  0.110
H -3.38726 -6.76347 -2.00327  0.142
H -2.80415 -5.02977 -2.03482  0.139
O 0.04957 -2.49902 1.83206  -0.314
P -0.98446 -1.49556 2.37317  0.746
N -2.31444 -2.47055 1.93498  -0.354
C -3.34230 -2.21039 0.95025  -0.126
C -2.45491 -3.76666 2.58538  -0.139
N -0.66527 -0.31395 1.15684  -0.319
C -1.64207 0.28155 0.26032  -0.138
C 0.62053 -0.38961 0.46114  -0.144
N -2.11133 -0.31825 3.08248  -0.274
C -1.35141 0.74735 3.78475  -0.145
C -3.09664 -0.80750 4.06075  -0.132
H -3.77484 -1.21392 1.06454  0.067
H -4.19671 -2.88724 1.04743  0.081
H -2.95591 -2.32729 -0.06722  0.068
H -2.90807 -3.65505 3.57874  0.061
H -1.48605 -4.25425 2.72050  0.065
H -3.07280 -4.46315 2.01348  0.076
H -1.88695 -0.38063 -0.57471  0.077
H -1.25320 1.21316 -0.16753  0.077
H -2.56049 0.57653 0.76810  0.066
H 0.61522 -1.17571 -0.30372  0.083
H 1.43351 -0.58479 1.16275  0.069
H 0.86843 0.55746 -0.02675  0.056
H -0.79923 0.33738 4.63622  0.077
H -2.02138 1.53361 4.14570  0.079
H -0.63186 1.23510 3.12519  0.071
H -2.61873 -1.38214 4.86022  0.085
H -3.86624 -1.42535 3.59591  0.073
H -3.64296 0.02693 4.51155  0.083
O 2.65299 2.39270 0.10077  -0.306
P 3.61664 3.38915 0.76725  0.755
N 3.02285 4.71890 -0.12265  -0.354
C 3.70233 5.51811 -1.11727  -0.133
C 1.63586 5.11568 0.08606  -0.133
N 5.02209 2.73210 0.01000  -0.324
C 5.98551 3.46312 -0.79573  -0.145
C 4.93868 1.36025 -0.49260  -0.141
N 4.71463 4.48706 1.63105  -0.273
C 5.41312 3.75127 2.71646  -0.142
C 4.13583 5.67843 2.27406  -0.130
H 4.68488 5.85125 -0.77531  0.063
H 3.16573 6.44436 -1.34419  0.079
H 3.80974 4.97037 -2.05978  0.079
H 1.53922 5.72395 0.99420  0.063
H 0.98383 4.24649 0.20330  0.065
H 1.23038 5.69406 -0.74730  0.079
H 5.62418 3.62808 -1.81461  0.074
H 6.92593 2.90465 -0.87155  0.078
H 6.27004 4.41843 -0.35471  0.066
H 4.40323 1.31617 -1.44820  0.084
H 4.43379 0.71098 0.22510  0.070
H 5.93376 0.92817 -0.63977  0.077
H 4.70347 3.40792 3.47536  0.079
H 6.16449 4.38396 3.19825  0.081
H 5.94442 2.87676 2.33799  0.073
H 3.29603 5.41640 2.92477  0.086
H 3.79834 6.41662 1.54520  0.073
H 4.88895 6.20069 2.87221  0.084

Results
HOMO level (Eh): -0.271
Electronic energy (hartree): -2911.81988
Structure (SMILES): O=S1(=O)C[C@@H](N=C=S)CCO1.CN(C)P(=O)(N(C)C)N(C)C.CN(C)P(=O)(N(C)C)N(C)C